Record 1
A structure of composition C40H35F3N7PPt, computed with ωB97M-V with the def2-TZVPD basis set.

Properties
ΔE to the lowest compared entry with this formula, charge and spin = 9.10 kcal/mol
E_tot = -2687.45139 hartree
Orbital gap (alpha / beta) = 0.26504 / 0.15069 Eh
Total charge = +4
HOMO energy (alpha / beta) = -0.66181 / -0.67954 Eh
Multiplicity = 5

Positions of all 87 atoms, in Å:
F 3.08 6.74 -1.58
N -0.04 -1.79 0.64
H -1.95 -0.88 -3.25
C 0.19 -2.99 -0.03
H -3.03 -2.63 -0.68
C -3.33 0.61 -1.42
C 1.22 4.90 0.79
H -0.02 -3.87 3.04
P -1.63 1.33 -1.34
C 4.42 -0.12 1.18
C -0.83 0.94 -2.94
C 0.15 1.80 -3.47
C 2.92 6.43 -0.29
C -4.37 1.43 -1.80
C -2.55 5.19 -2.37
N 0.98 2.64 0.09
H 0.81 0.15 -6.35
H -0.61 0.97 2.91
C 0.72 1.52 -4.70
H -4.17 2.44 -2.14
C -3.68 -0.75 -1.07
C -2.13 3.87 -2.45
H -3.01 5.41 0.98
C 1.39 0.65 3.05
C -6.05 -0.28 -1.31
H 0.35 -6.16 1.30
C 5.03 -0.79 -1.45
H -3.23 6.76 -1.07
H 0.37 -2.48 -2.12
C -0.13 -2.08 1.92
H -1.77 -1.46 -0.85
H 2.93 -0.68 -1.89
C 2.20 5.10 -0.16
C 3.40 -0.23 0.20
C 6.04 -0.65 -0.47
C 0.35 0.37 -5.39
C -1.18 -0.22 -3.63
H 0.66 -6.65 -1.10
H -5.28 -2.16 -0.69
H 2.20 1.98 -1.44
N 3.76 0.20 2.36
H 7.07 -0.79 -0.75
H 0.92 5.70 1.46
N 0.01 -3.40 2.15
H 1.44 2.20 -5.12
C -2.76 4.98 0.02
C 0.21 -4.03 0.92
H 0.43 2.70 -2.95
H -0.16 3.47 1.60
H -0.92 -1.36 -5.42
N 0.05 0.29 2.56
C 0.36 -3.27 -1.38
C -2.33 3.66 -0.06
C 0.36 -5.36 0.57
C 1.94 2.83 -0.82
H 1.45 1.73 3.21
H -6.49 1.69 -2.07
H -2.64 5.79 -3.27
C 3.71 -0.58 -1.15
H 4.20 0.35 3.26
C -5.72 1.01 -1.76
H 3.33 4.17 -1.75
C -2.87 5.75 -1.13
Pt 0.06 0.45 0.17
C 0.53 -5.62 -0.78
N -2.76 -1.67 -0.86
F 2.24 7.40 0.31
H 1.60 0.18 4.01
H 0.66 -4.86 -2.78
C 2.46 0.27 2.08
C -0.41 -1.06 2.97
C 2.57 4.05 -0.99
C 5.74 -0.32 0.88
C -0.60 -0.49 -4.86
C -2.00 3.10 -1.29
H -1.49 -1.03 3.14
H 0.05 -1.36 3.92
H 5.31 -1.06 -2.46
H -7.09 -0.58 -1.23
C 0.53 -4.60 -1.74
H -2.26 3.06 0.84
H -1.97 3.44 -3.43
C -5.05 -1.15 -1.00
C 0.63 3.66 0.88
F 4.13 6.33 0.27
H 6.52 -0.25 1.63
N 2.21 0.02 0.78

Atomic partial charges in e from the Mulliken method, atoms 1 to 2: number 1, F, carries -0.235; number 2, N, carries 0.524



Record 2
A structure of composition C25H20F6N3O7PS3V, computed with ωB97M-V with the def2-TZVPD basis set.

Properties
ΔE to the lowest compared entry with this formula, charge and spin = 0.00 kcal/mol
E_tot = -4734.79942 hartree
Orbital gap (alpha / beta) = 0.27911 / 0.25653 Eh
HOMO energy (alpha / beta) = -0.28614 / -0.26451 Eh
Multiplicity = 2

Positions of all 66 atoms, in Å:
H 1.35 -1.94 2.05
C 1.71 2.97 -2.15
F -4.02 -0.45 -3.14
C 1.83 -4.75 -2.32
H 0.46 1.17 5.17
O -4.51 3.27 -0.48
H -4.18 -0.93 2.45
C 1.28 -2.25 -1.20
H 5.21 -0.66 3.36
F -2.49 3.27 1.37
H -1.65 0.32 6.22
O -3.35 5.09 -1.73
C 2.77 -3.75 -2.38
H 0.67 1.01 2.69
H -3.48 -0.02 1.25
C 4.54 0.15 1.49
F -5.03 1.40 -2.68
C 2.24 -1.35 1.88
H -0.12 -5.31 -1.59
S -1.20 -3.12 -0.27
H 2.03 -5.73 -2.75
N -1.21 0.23 2.42
H 3.63 0.80 -0.34
C 0.62 -4.53 -1.68
C -4.18 0.50 -2.22
N -3.31 -0.61 2.06
H 1.94 3.51 -4.22
O -1.80 -4.41 -0.19
N -2.62 2.80 -2.11
H 3.15 -2.00 3.70
C -2.12 3.99 0.31
H 1.30 -0.64 -3.44
H -3.48 -0.53 4.77
C -0.35 0.77 4.57
C 1.65 1.40 -3.96
H 1.79 3.99 -1.79
C -1.53 0.30 5.15
C 2.36 -0.56 0.74
C 4.41 -0.63 2.62
S -2.51 1.29 -1.86
P 0.96 -0.61 -0.44
F -2.05 5.27 0.69
C 0.35 -3.28 -1.13
C 3.52 0.18 0.54
C 1.79 2.70 -3.51
H 3.73 -3.92 -2.86
C 1.38 0.62 -1.70
O -1.97 -2.06 -0.95
C -2.36 -0.17 2.97
S -3.34 3.82 -1.09
O -2.32 0.97 -0.41
H 1.69 1.19 -5.02
C 3.26 -1.38 2.82
F -4.68 -0.05 -1.11
H 5.43 0.74 1.33
H 3.26 -1.73 -1.86
C -2.55 -0.18 4.35
V -1.27 -0.55 0.47
O -1.58 0.65 -2.74
H 1.44 2.16 -0.20
O -0.85 -2.50 1.06
C 1.51 1.94 -1.25
F -0.90 3.60 -0.05
C 2.50 -2.51 -1.82
C 1.45 0.36 -3.07
C -0.23 0.71 3.21

Atomic partial charges in e from the Mulliken method, atoms 1 to 2: number 1, H, carries 0.444; number 2, C, carries -0.709



Record 3
A cluster of 2 separate species, C24H37F8IN5O6PS3 in total, computed with ωB97M-V with the def2-TZVPD basis set.

Properties
E_tot = -4293.74215 hartree
Orbital gap = 0.15246 Eh
HOMO energy = -0.28860 Eh

Positions of all 85 atoms, in Å:
H 2.74 4.20 4.25
H -0.84 0.03 3.47
H -4.20 2.19 2.45
N 4.23 6.61 2.19
H -3.38 -3.36 5.60
S -2.79 1.74 -1.05
C -3.85 -2.92 3.42
H 5.08 1.82 4.43
H -1.19 1.84 4.09
H 2.97 -5.16 -5.35
P 5.69 -0.24 -8.94
S 5.21 4.74 4.27
H 3.54 0.29 5.35
I -6.06 0.37 5.94
C 4.97 5.33 2.50
O -6.64 1.83 3.31
F 6.88 -1.16 -9.35
N 4.24 6.68 0.78
H -0.13 -5.35 -2.86
C 3.99 2.19 4.13
O -0.62 -0.82 -3.84
O 5.47 4.58 1.30
H -6.17 -1.15 0.63
C -1.58 1.48 1.80
C 1.33 -3.49 -5.78
C -4.01 -2.54 5.01
H 2.26 1.71 5.63
C -1.05 -2.21 -3.58
H 2.65 -4.69 -7.23
N -4.80 -2.20 2.49
H 5.16 5.18 -0.92
C 0.25 -3.24 -3.63
C -4.72 -0.85 2.15
H -0.67 0.26 -1.06
O -2.76 0.28 -3.84
H -1.51 -2.24 -2.51
C 0.22 -4.32 -2.37
F 4.36 -0.79 -8.35
H -5.31 1.63 0.35
C 3.68 3.70 4.75
H 1.31 -0.43 4.28
C 2.73 -4.28 -6.11
F -2.40 -2.77 3.02
F -3.13 -0.93 -0.68
F 5.35 1.13 -8.29
C 2.91 1.14 4.81
C -1.21 0.99 -1.82
F 4.90 -0.83 -10.15
C -2.68 0.25 1.52
H -3.52 -1.50 5.29
C -4.14 1.34 3.27
H 1.20 1.75 1.96
C 0.85 1.58 3.09
H -1.85 -2.52 -4.40
H -0.73 1.42 0.95
H 1.06 2.60 3.64
O 1.09 -2.30 -6.35
F 6.39 -0.64 -7.61
H 1.25 -2.60 -3.64
C -1.56 0.14 -3.22
C -3.42 0.35 0.06
H 2.50 -0.01 2.85
H -2.09 2.54 1.79
H -3.38 1.76 4.09
F 6.26 0.84 -9.91
H -0.56 -4.00 -1.55
C 4.96 5.47 0.22
H -0.49 1.86 -2.14
H 3.92 2.22 2.96
S 4.12 -2.99 -6.03
H 1.31 -4.44 -1.92
H -5.57 -2.79 2.05
C 1.87 0.45 3.72
O 0.26 -4.03 -4.88
H -5.13 -2.65 5.35
H 3.66 -1.89 -6.78
C -5.05 0.49 0.11
C -0.74 1.20 3.22
N -3.62 0.04 2.70
H -5.48 0.29 -0.97
H 3.62 3.70 5.93
H -2.00 -0.73 1.48
N -5.74 -0.34 1.17
H -4.06 -4.09 3.32
C -5.61 1.25 3.99

Atomic partial charges in e from the Mulliken method, atoms 1 to 2: number 1, H, carries 0.228; number 2, H, carries 0.134